a:
Computed, not measured: a cluster of 2 separate species, C4H9N2O in total, with ωB97M-V/def2-TZVPD.

Gap between HOMO and LUMO ... 11.0 eV
HOMO energy ... -14.203 eV
Molar mass ... 101.13 g mol⁻¹

Geometry as ORCA input:
```
! wB97M-V def2-TZVPD RIJCOSX def2/J DEFGRID3
* xyz 1 1
O -0.4086 -0.2023 -4.0966
N -0.9403 1.0927 1.9162
N -0.7971 -0.1712 0.2511
C 0.2848 0.5157 2.0543
C -1.6201 0.6767 0.8849
C 0.3646 -0.2673 0.8999
C 1.4932 -1.1253 0.4203
H 2.3145 -1.1540 1.1561
H 0.9969 0.7821 2.8354
H -0.0626 -0.0211 -4.9998
H 0.0798 0.4223 -3.5139
H -2.5302 1.1676 0.5403
H 1.1346 -2.1548 0.2530
H 1.8872 -0.7309 -0.5314
H -0.9985 -0.7060 -0.6130
H -1.1983 1.8759 2.5434
*
```

Löwdin atomic charge list, values in e, 2 entries: -0.094, 0.079

***

b:
Computed, not measured: a cluster of 2 separate species, C4H9N2O in total, with ωB97M-V/def2-TZVPD.

Gap between HOMO and LUMO ... 5.9 eV
HOMO energy ... -12.847 eV
Molar mass ... 101.13 g mol⁻¹

Geometry as ORCA input:
```
! wB97M-V def2-TZVPD RIJCOSX def2/J DEFGRID3
* xyz 1 1
O 1.3372 -0.9342 -1.6368
N -0.6147 0.1226 -0.7399
N -0.2810 1.7494 0.7855
C -0.1677 -1.8425 0.5895
C -0.3739 1.5574 -0.6537
C -0.1741 0.6366 1.4159
C -0.4596 -0.3895 0.4545
H -0.2248 -2.1516 1.6400
H 0.0989 -0.3979 -1.4636
H 0.7604 -2.1556 0.1295
H -0.2262 2.6557 1.2388
H -1.2878 2.0476 -1.0036
H 1.9833 -1.0558 -2.3353
H -1.0423 -2.3949 0.2328
H 0.1213 0.6362 2.4557
H 0.5510 1.9164 -1.1095
*
```

Löwdin atomic charge list, values in e, 2 entries: -0.290, 0.137

***

c:
Computed, not measured: a cluster of 2 separate species, C4H9N2O in total, with ωB97M-V/def2-TZVPD.

Gap between HOMO and LUMO ... 7.2 eV
HOMO energy ... -13.261 eV
Molar mass ... 101.13 g mol⁻¹

Geometry as ORCA input:
```
! wB97M-V def2-TZVPD RIJCOSX def2/J DEFGRID3
* xyz 1 1
O 1.9834 0.0873 1.5645
N 1.6036 -0.2522 0.0941
N 0.5522 -0.6455 -0.1728
C -2.2690 -0.4708 1.3853
C -1.8959 -0.1005 0.2056
C -1.9871 0.3239 -1.1256
C 2.8012 0.1224 -0.6440
H 2.6296 1.0071 -1.2452
H -3.1212 0.1363 1.5238
H 3.0134 -0.7386 -1.1876
H -1.9671 -1.2485 2.0128
H -3.1064 0.6861 -1.3775
H -1.2410 1.0553 -1.3993
H 1.2966 0.0871 2.1406
H 3.5907 0.4825 0.0439
H -1.8831 -0.5316 -1.8185
*
```

Löwdin atomic charge list, values in e, 2 entries: -0.014, -0.259

***

The structure with the greatest stability is a.

***

a:
Computed, not measured: the ion C4H9N2O with charge +1, with ωB97M-V/def2-TZVPD.

Gap between HOMO and LUMO ... 9.3 eV
SMILES string ... C=[NH+]C/C(O)=N/C
HOMO energy ... -14.088 eV
Molar mass ... 101.13 g mol⁻¹

Geometry as ORCA input:
```
! wB97M-V def2-TZVPD RIJCOSX def2/J DEFGRID3
* xyz 1 1
O -1.5887 1.5102 -0.2292
N 1.6614 0.3303 -0.2965
N -0.6679 -0.5855 -0.1200
C 1.9316 -0.8953 -0.0406
C 0.7290 1.2153 0.2612
C -0.6680 0.6421 -0.0407
C -1.8592 -1.4046 0.0127
H -1.6421 -2.0661 -0.8601
H 0.9489 2.1927 -0.1430
H 2.0760 0.8096 -1.0544
H -1.6306 2.4655 0.2078
H -1.9305 -1.9810 0.9417
H 2.5604 -1.5671 -0.6277
H 1.7574 -1.2240 0.9627
H 1.1011 1.4997 1.3202
H -2.7788 -0.9420 -0.2941
*
```

Löwdin atomic charge list, values in e, 2 entries: 0.134, 0.000

***

b:
Computed, not measured: a cluster of 2 separate species, C4H9N2O in total, with ωB97M-V/def2-TZVPD.

Gap between HOMO and LUMO ... 11.2 eV
HOMO energy ... -14.404 eV
Molar mass ... 101.13 g mol⁻¹

Geometry as ORCA input:
```
! wB97M-V def2-TZVPD RIJCOSX def2/J DEFGRID3
* xyz 1 1
O 2.6887 -0.1828 -1.8804
N 0.1189 -0.6539 0.7261
N 0.1897 1.4277 0.2558
C 0.9197 0.3751 0.5602
C -2.2511 -1.3226 0.3679
C -1.1379 1.0271 0.1421
C -1.2125 -0.2655 0.5095
H 0.4909 2.2999 -0.1556
H -1.9679 -1.9753 -0.4318
H 1.9913 0.4488 0.6208
H 0.3850 -1.5756 1.0281
H -3.1604 -0.8651 -0.0241
H 2.2114 -0.7891 -2.4687
H -2.4839 -1.7896 1.2786
H 2.8230 -0.7483 -1.1136
H -1.9288 1.6966 -0.1451
*
```

Löwdin atomic charge list, values in e, 2 entries: -0.051, 0.165

***

The structure with the greatest stability is b.

***

a:
Computed, not measured: the ion C3H9N2 with charge +1, with ωB97M-V/def2-TZVPD.

Gap between HOMO and LUMO ... 9.5 eV
SMILES string ... N[C@@H]1C[C@H]1[NH3+]
HOMO energy ... -13.271 eV
Molar mass ... 73.12 g mol⁻¹

Geometry as ORCA input:
```
! wB97M-V def2-TZVPD RIJCOSX def2/J DEFGRID3
* xyz 1 1
N 0.5202 1.7252 0.0933
N -1.0288 -1.6513 1.0194
C -0.7288 -0.5572 0.1378
C 0.6380 0.2274 0.2254
C 0.2945 -0.6273 -0.9921
H 1.3967 1.9771 -0.3687
H -1.5338 0.1501 -0.1595
H 0.0195 -0.2067 -1.9631
H -1.8213 -2.2790 0.6119
H -0.1721 -2.2801 1.1062
H 0.7532 -1.5768 -0.9602
H -0.2948 1.8176 -0.5091
H 1.4307 -0.1609 0.8105
H 0.5156 2.2184 1.0401
*
```

Löwdin atomic charge list, values in e, 2 entries: 0.226, 0.026

***

b:
Computed, not measured: a cluster of 2 separate species, C3H9N2 in total, with ωB97M-V/def2-TZVPD.

Gap between HOMO and LUMO ... 5.2 eV
HOMO energy ... -14.182 eV
Molar mass ... 73.12 g mol⁻¹

Geometry as ORCA input:
```
! wB97M-V def2-TZVPD RIJCOSX def2/J DEFGRID3
* xyz 1 1
N 6.6966 -0.2798 1.6315
N 4.5298 -0.5775 0.2757
C 5.6231 0.1202 -1.7787
C 5.5230 -0.0200 -0.3921
C 6.6328 0.5200 0.4421
H 6.5403 0.5683 -2.2085
H 7.5688 0.4854 -0.1338
H -35.7438 -0.0625 0.2117
H 7.0215 0.1495 2.4487
H -35.3374 -0.5552 -0.1866
H 5.7848 -0.6428 1.7705
H 6.4772 1.5333 0.6969
H 3.7986 -0.9606 -0.3240
H 4.8846 -0.2783 -2.4534
*
```

Löwdin atomic charge list, values in e, 2 entries: 0.110, 0.293

***

The structure with the greatest stability is a.